No. 1
# C2H6F6KO9S2

A structure of composition C2H6F6KO9S2 (ωB97M-V/def2-TZVPD, OMol25).

Values from the calculation:
gap between HOMO and LUMO = 0.2229 Eh
HOMO energy = -5.66 eV
relative energy (zero: lowest compared OMol25 entry of this formula, charge and spin) = 174.1 kJ/mol
strongest force on any atom = 0.78 eV/A

```
! RIJCOSX wB97M-V def2-TZVPD def2/J DEFGRID3
* xyz -1 1
O 17.29363 -24.30318 0.43282
H 19.32566 -30.89682 -1.95205
H 20.03487 -23.61612 -3.75188
O 20.27605 -23.00464 -4.45662
F 18.23748 -25.69058 -3.45788
O 22.58782 -26.82265 -4.10927
S 17.27361 -27.21719 -5.49373
O 19.34734 -23.26132 1.26573
H 22.23685 -26.30724 -3.37294
F 19.71018 -26.75483 -4.65618
S 18.09211 -23.10587 0.55385
H 19.29130 -29.49142 -2.53931
H 22.46550 -26.24354 -4.87026
H 19.92476 -22.16241 -4.15109
F 19.93337 -23.41158 -1.35579
C 18.44685 -26.79716 -4.13426
O 19.83328 -30.08144 -2.00148
C 18.70430 -22.86910 -1.19802
K 20.98290 -29.12410 -5.38680
F 17.90985 -23.45106 -2.11343
O 17.72306 -28.57995 -5.76424
F 18.80577 -21.57588 -1.54705
O 17.58971 -26.23987 -6.49880
O 17.37181 -21.87761 0.80284
O 15.99847 -27.10786 -4.84596
F 18.47802 -27.82471 -3.23453
*
```

Atomic partial charges in e from the Mulliken method, atoms 1 to 4: atom 1 (O): -0.64, atom 2 (H): 0.32, atom 3 (H): 0.33, atom 4 (O): -0.66

=====

No. 2
# C3HN2O2

A cluster of 2 separate species, C3HN2O2 in total in a non-equilibrium geometry (ωB97M-V/def2-TZVPD, OMol25).

Values from the calculation:
gap between HOMO and LUMO = 0.4335 Eh
HOMO energy = -16.95 eV
relative energy (zero: lowest compared OMol25 entry of this formula, charge and spin) = 0.0 kJ/mol
strongest force on any atom = 3.20 eV/A

```
! RIJCOSX wB97M-V def2-TZVPD def2/J DEFGRID3
* xyz 1 1
C 1.31798 2.04151 -0.30510
C 0.79313 -2.13254 0.04222
H -2.52384 1.07460 0.26598
N -1.76835 0.32929 -0.01828
N 0.18193 -1.07528 -0.13367
O 1.49329 -2.98153 0.25481
C -0.86384 -0.37911 -0.09500
O 1.36970 3.12305 -0.01096
*
```

Atomic partial charges in e from the Mulliken method, atoms 1 to 4: atom 1 (C): 0.11, atom 2 (C): 0.58, atom 3 (H): 0.43, atom 4 (N): -0.06

=====

No. 3
# C18H30CaNO2P2

A structure of composition C18H30CaNO2P2 in a non-equilibrium geometry (ωB97M-V/def2-TZVPD, OMol25).

Values from the calculation:
gap between HOMO and LUMO (alpha / beta) = 0.1752 / 0.1738 Eh
HOMO energy (alpha / beta) = -9.75 / -9.52 eV
relative energy (zero: lowest compared OMol25 entry of this formula, charge and spin) = 160.9 kJ/mol
strongest force on any atom = 2.61 eV/A

```
! RIJCOSX wB97M-V def2-TZVPD def2/J DEFGRID3
* xyz 1 1
C -0.57361 -0.52567 -2.67262
C -0.82444 -2.08668 2.66069
H 2.71529 -2.26262 0.69123
H -2.37965 -1.47585 -2.04360
H -0.76627 0.32318 5.11443
H 4.40697 1.57717 1.07526
C -0.93353 -0.65156 4.66573
H 3.75779 0.22926 -1.75408
H -1.09333 -1.26565 -4.59113
H -1.68080 -1.56580 6.46409
O 0.39341 4.38990 -0.63104
N 0.38235 -0.23307 -1.77481
H 3.19910 3.97643 -2.70178
C 3.16242 -1.38157 1.17613
H -4.01071 -0.80695 0.08445
H -0.16768 2.35525 1.00227
C 3.32013 1.54900 1.24432
H 4.25799 -1.43966 1.12013
C 1.06416 -1.00321 -4.37510
H -2.57761 -0.13239 -3.25728
H -4.37912 0.90516 0.40297
H -0.37727 3.77397 -0.64088
C -2.06858 -0.45069 -2.33183
C 2.77074 0.19123 -1.26384
H -1.50395 -4.12446 2.99700
C 1.72479 -0.20919 -2.16108
P 2.48633 0.14594 0.46914
C -0.53162 -2.28797 1.24825
C -0.60213 -0.83046 3.32805
H -2.03997 -3.78638 5.39750
C -1.64876 -2.96384 4.80814
C -0.26719 -0.96037 -3.95632
H 1.03733 4.06504 -1.31189
H 3.10969 -0.58325 -3.76003
H -2.96681 3.04512 -1.17710
H 0.39649 -2.84411 1.00564
H -1.86587 2.52994 -2.48260
H -4.88699 0.16635 -1.17489
H 3.09683 1.42663 2.32039
C -1.34879 -3.14857 3.46213
H 2.83548 -1.40367 2.22605
H -3.63944 2.16824 -2.62313
C -4.10865 0.18707 -0.39320
H -0.11750 0.03204 2.82734
O 2.56230 3.46709 -2.16146
H 2.83720 2.47746 0.88946
C 2.05175 -0.60027 -3.49218
P -2.47465 0.73655 -0.99002
H 1.31148 -1.35076 -5.38061
H 2.83700 2.53557 -2.24453
Ca -0.27061 0.21591 0.56147
H -1.37424 -2.63908 0.62079
C -1.45131 -1.71354 5.41646
C -2.78591 2.25780 -1.93249
*
```

Atomic partial charges in e from the Mulliken method, atoms 1 to 4: atom 1 (C): 0.54, atom 2 (C): 1.57, atom 3 (H): 0.28, atom 4 (H): 0.39

=====

No. 4
# C26H30F4N2O9S3

A cluster of 2 separate species, C26H30F4N2O9S3 in total in a non-equilibrium geometry (ωB97M-V/def2-TZVPD, OMol25).

Values from the calculation:
gap between HOMO and LUMO = 0.2753 Eh
HOMO energy = -8.11 eV
SMILES = O=C(O)CN1c2ccc(F)cc2Sc2c1cc(CCCCS(=O)(=O)O)c(CCCCS(=O)(=O)O)c2COC(F)(F)F.CC#N
strongest force on any atom = 8.84 eV/A

```
! RIJCOSX wB97M-V def2-TZVPD def2/J DEFGRID3
* xyz 0 1
H 4.80121 -1.56369 -2.21670
H 5.08802 3.24435 2.05338
H -0.64914 1.54742 1.36584
H -3.20680 -5.90373 1.32678
O -4.46765 4.59388 -0.31790
F -1.07723 -3.31210 -2.10833
N -3.33501 1.83007 -5.58416
H 1.55223 2.93088 0.50248
C -1.65268 4.84347 -1.05006
O 0.66888 -2.29358 4.01680
C -5.54288 -3.01512 2.43422
C 0.38291 3.20320 -1.43530
O -2.67422 3.36072 1.21390
F 0.86726 -2.70262 -3.52805
S -0.56484 -3.90731 1.31917
H 3.48703 0.67866 1.20588
C -5.13486 -4.55798 1.97145
C -4.39677 -1.81402 2.54104
O 1.11867 -4.32405 -1.65260
H -3.93180 0.85533 -2.58850
S -2.96400 3.72288 -0.26240
F -6.17901 -5.61151 1.90689
H 0.74667 0.91097 4.51452
F -0.10113 -4.88081 -3.61820
C -0.12292 4.49233 -0.53565
C 2.02776 -3.32704 -1.06654
C -4.37833 0.53838 -3.53698
C 0.20664 -1.03812 4.06854
H 2.81953 -3.02769 -1.90471
O 5.28062 2.58426 -0.59348
H -1.84192 5.97795 -0.79031
C -3.52392 -4.80052 1.63188
C 0.24151 -3.74661 -2.68276
C -1.37849 -0.71461 3.80342
C 1.26646 -2.01993 -0.39852
H -0.48422 2.49396 -1.78395
H -1.71769 4.62848 -2.21396
H 2.58147 2.47066 -1.00740
H -4.67942 4.77826 -1.28792
N -1.84115 -0.89480 2.37466
C -3.79551 1.25995 -4.68059
O 5.92901 2.67004 1.98633
C 0.04116 -2.19473 0.72660
C 1.48406 2.36980 -0.54910
H 4.96246 -0.11278 2.08952
H 3.94679 -1.88463 0.36256
H -1.58950 0.42695 4.08140
H 5.75856 -1.42611 0.11925
C -2.77923 -2.06731 2.19970
H 0.85992 3.64531 -2.43404
H -6.68736 -2.84363 2.70941
H -4.74254 -0.75212 2.89133
H -4.22611 -0.54292 -3.62076
H 2.68858 -0.91650 -2.98250
S 5.80714 1.66633 0.57235
C 1.06762 0.81978 -0.20777
C -2.37911 -3.58716 1.73464
H -5.45742 0.70798 -3.45913
C 4.46314 -0.61786 -1.57304
C 4.58304 0.29927 1.03533
H 2.67008 -3.90959 -0.24599
H -2.09156 -1.33542 4.53214
H 5.18084 0.28257 -1.88637
C 4.64635 -1.00653 0.00882
H 2.93548 0.87402 -2.44873
C 1.77935 -0.52566 -0.90029
O 1.20297 0.01983 4.42303
C -0.70429 -0.88897 1.37851
C -0.14293 0.59854 0.90132
O 7.16449 0.98357 0.22280
H 0.61052 5.40565 -0.54446
O -3.17084 2.42862 -1.10744
H -0.24040 4.16659 0.60659
C 2.93444 -0.24312 -2.02789
*
```

Atomic partial charges in e from the Mulliken method, atoms 1 to 4: atom 1 (H): 0.31, atom 2 (H): 0.37, atom 3 (H): 0.14, atom 4 (H): 0.25

=====

Calculated E in order - -74902.742; -10192.745; -61745.379; -92204.825 eV